{
  "formula": "C9H22NO8PS2",
  "method": "ωB97M-V/def2-TZVPD",
  "species": ["N", "C", "O", "C", "C", "O", "S", "O", "O", "S", "H", "H", "H", "H", "H", "H", "H", "O", "P", "O", "C", "C", "O", "C", "C", "O", "C", "C", "H", "H", "H", "H", "H", "H", "H", "H", "H", "H", "H", "H", "H", "H", "H"],
  "coordinates": [[-1.566293, -3.997653, 4.645155], [-2.355793, -3.595041, 3.493742], [-3.610150, -3.632867, 3.590499], [-1.724035, -3.152290, 2.077681], [-0.292699, -2.417203, 2.234419], [-0.254936, -1.464015, 3.328723], [1.138221, -1.595457, 4.265898], [1.445550, -0.215186, 4.801849], [2.501067, -1.993744, 3.334927], [2.923482, -3.602169, 3.810751], [-0.563903, -3.823327, 4.517784], [-1.927626, -3.614358, 5.523880], [-2.473441, -2.428084, 1.603723], [-1.622169, -4.060554, 1.395503], [-0.141373, -1.814631, 1.269153], [0.490571, -3.239372, 2.284187], [1.666187, -4.191729, 4.010582], [-0.971892, 0.605455, -0.783080], [-0.597438, 1.910404, -1.496717], [0.082330, 1.186361, -2.829785], [-0.754602, 0.373842, -3.646721], [-1.597280, 1.219359, -4.585337], [0.757238, 2.192896, -0.579088], [0.798537, 1.795854, 0.788886], [1.588193, 0.508036, 0.929506], [-0.333249, 3.436023, -2.215269], [0.949764, 3.830401, -2.710440], [0.992543, 3.782610, -4.226122], [-1.397159, -0.261959, -3.032908], [-0.105462, -0.285675, -4.226973], [-2.173004, 1.967910, -4.033570], [-2.287886, 0.591016, -5.152257], [-0.964750, 1.756486, -5.294575], [-0.207092, 1.698495, 1.203340], [1.297670, 2.591565, 1.347647], [1.215816, -0.274211, 0.264276], [1.547727, 0.139170, 1.957589], [2.635296, 0.672516, 0.661512], [1.768558, 3.239965, -2.299761], [1.097270, 4.864319, -2.382671], [1.092176, 2.756335, -4.583791], [1.853884, 4.343335, -4.600547], [0.080149, 4.197175, -4.661601]],
  "atomic_forces_ev_per_a": [[-0.112, 1.130, -2.249], [-2.999, -0.416, 0.554], [3.905, 0.314, -0.306], [0.388, 0.593, 1.200], [-1.065, -0.875, -2.150], [1.743, -0.375, -0.492], [0.431, 3.533, 2.630], [-1.222, -3.622, -2.031], [-1.408, -0.811, 0.120], [-0.497, -0.077, -0.162], [-0.678, 0.014, 0.333], [0.054, -0.387, -0.561], [0.987, -1.166, 0.859], [-0.031, 1.192, 0.967], [0.046, -0.985, 1.434], [-0.661, 1.228, 0.215], [1.074, 0.696, -0.360], [-3.609, 2.554, -0.383], [8.968, -2.111, -0.986], [-0.863, 0.180, 0.028], [-0.169, -0.201, -0.309], [0.067, 0.054, -0.138], [-1.118, 0.697, 0.181], [0.269, -0.412, 0.288], [0.153, -0.143, 0.043], [-3.787, -0.845, 1.379], [0.778, 0.205, -0.544], [-0.140, -0.283, -0.199], [0.101, 0.030, 0.105], [0.097, 0.084, 0.116], [-0.060, -0.073, -0.012], [0.005, 0.025, 0.063], [-0.053, -0.009, 0.051], [0.092, -0.102, -0.096], [-0.011, 0.045, -0.163], [-0.148, 0.130, 0.022], [0.056, 0.137, -0.080], [-0.068, 0.028, 0.081], [-0.298, -0.066, 0.119], [-0.227, -0.130, 0.154], [-0.020, 0.062, 0.079], [-0.076, 0.047, 0.121], [0.105, 0.111, 0.075]],
  "e_tot_ha": -2150.39147,
  "charge": 0,
  "homo_energy_ev": -10.02,
  "homo_lumo_gap_ev": 8.139
}



{
  "formula": "C7H6N2O3",
  "method": "ωB97M-V/def2-TZVPD",
  "species": ["O", "N", "C", "C", "C", "C", "C", "C", "C", "H", "H", "H", "H", "H", "O", "N", "O", "H"],
  "coordinates": [[-1.678353, -3.098536, 2.144306], [-1.359378, -2.075657, 1.627649], [-0.895016, -1.129879, 1.137338], [-0.633560, 0.084740, 0.476164], [0.533636, 0.801016, 0.747995], [0.799346, 1.968708, 0.059236], [-0.089234, 2.434476, -0.895022], [-1.260789, 1.735994, -1.153155], [-1.537033, 0.565757, -0.477221], [1.221287, 0.439972, 1.497423], [1.707557, 2.514661, 0.265144], [0.127679, 3.339856, -1.440019], [-1.956515, 2.109347, -1.889738], [-2.445116, 0.015667, -0.677904], [2.855733, -3.082395, -0.167218], [1.871099, -2.425764, -0.357718], [1.722331, -1.501337, -1.109586], [1.016324, -2.696625, 0.212325]],
  "atomic_forces_ev_per_a": [[-0.635, -1.041, 0.538], [1.144, 1.225, -0.672], [-0.723, -1.155, 0.690], [0.206, 1.063, -0.550], [-0.175, -0.055, 0.001], [0.057, 0.041, 0.017], [-0.081, -0.053, -0.012], [0.066, 0.138, -0.066], [0.052, -0.125, 0.120], [0.072, -0.064, 0.038], [0.069, 0.037, 0.019], [0.020, 0.102, -0.038], [-0.061, -0.004, -0.051], [-0.022, -0.042, -0.012], [0.609, -0.291, 0.056], [-1.147, -0.375, 0.684], [0.034, 0.430, -0.424], [0.514, 0.171, -0.337]],
  "e_tot_ha": -605.38064,
  "charge": 0,
  "homo_energy_ev": -9.12,
  "de_lowest_ev": 5.818,
  "homo_lumo_gap_ev": 9.240
}



{
  "formula": "C19H36IN4O9",
  "method": "ωB97M-V/def2-TZVPD",
  "species": ["C", "C", "O", "C", "C", "C", "C", "C", "N", "C", "N", "C", "C", "O", "N", "C", "I", "N", "C", "C", "O", "H", "H", "H", "H", "H", "H", "H", "H", "H", "H", "H", "H", "H", "H", "H", "H", "H", "H", "H", "H", "H", "H", "H", "H", "C", "O", "C", "O", "O", "C", "H", "H", "H", "H", "H", "H", "C", "O", "C", "O", "O", "C", "H", "H", "H", "H", "H", "H"],
  "coordinates": [[-0.316574, 4.735926, 3.660445], [-0.895650, 3.347905, 3.054331], [-0.972693, 2.294718, 4.045532], [-0.480485, 1.037259, 3.517762], [-1.300461, 0.546544, 2.212762], [-1.054734, -1.044007, 2.088664], [-0.601948, -1.521679, 0.613531], [-1.376310, -2.933900, 0.349370], [-1.486906, -3.279005, -1.086513], [-0.797995, -4.156203, -1.979961], [0.252777, -4.927860, -1.672609], [0.974728, -5.035584, -0.380210], [2.288078, -5.948270, -0.416544], [3.409980, -5.521105, -0.806645], [-1.304079, -4.199990, -3.354732], [-2.383034, -3.218017, -3.223099], [-3.544961, -2.793446, -4.990819], [-2.436896, -2.695999, -1.887860], [-3.455223, -1.657759, -1.576881], [-4.712535, -2.178548, -0.725076], [-4.828628, -3.622395, -0.660920], [-1.004778, 5.153061, 4.476654], [0.719026, 4.590791, 4.152851], [-0.183279, 5.536378, 2.854022], [-0.226081, 3.068225, 2.170686], [-1.967480, 3.538332, 2.682558], [-0.620656, 0.223610, 4.320867], [0.648139, 1.068179, 3.292827], [-2.409359, 0.729342, 2.410246], [-1.021220, 1.111095, 1.257317], [-2.022903, -1.549083, 2.454989], [-0.230862, -1.419776, 2.806680], [-0.870425, -0.745499, -0.186307], [0.518511, -1.771104, 0.595017], [-0.948513, -3.746435, 1.020469], [-2.453280, -2.748790, 0.728580], [0.609205, -5.526087, -2.443121], [1.196277, -3.969023, -0.002956], [0.254222, -5.493260, 0.398400], [2.209077, -7.032525, -0.021130], [-3.809084, -1.122107, -2.527670], [-2.953898, -0.832613, -0.939771], [-4.560141, -1.813993, 0.364500], [-5.709491, -1.692663, -1.053654], [-5.231453, -3.828610, 0.215393], [5.054279, -3.531268, -2.370096], [6.355590, -3.031769, -2.670889], [6.986496, -3.697410, -3.653356], [6.547590, -4.640078, -4.265526], [8.189796, -3.129871, -3.833845], [8.977089, -3.739527, -4.856053], [4.639524, -2.922025, -1.566111], [4.398869, -3.447114, -3.240562], [5.108730, -4.564521, -2.026354], [8.477378, -3.663894, -5.824210], [9.187241, -4.782654, -4.610079], [9.923517, -3.201109, -4.913218], [-0.219878, 9.466790, 1.047929], [-1.614239, 9.595726, 0.775568], [-2.395422, 8.781156, 1.503349], [-2.016857, 7.987293, 2.330209], [-3.671946, 9.004381, 1.150070], [-4.621271, 8.201717, 1.849204], [0.311428, 10.169563, 0.405461], [-0.005331, 9.719760, 2.088544], [0.126351, 8.456965, 0.816430], [-4.581986, 8.404267, 2.921671], [-4.450788, 7.141344, 1.649657], [-5.614162, 8.466248, 1.484231]],
  "atomic_forces_ev_per_a": [[0.195, -0.388, 0.552], [0.004, 1.683, -0.210], [1.044, -0.688, -1.265], [-0.394, -0.409, -0.243], [0.320, -0.492, 0.811], [0.397, 0.104, -0.100], [-0.535, -1.243, 0.547], [-0.824, 1.943, 1.237], [1.379, -2.248, -2.447], [-1.259, 0.502, -1.336], [0.955, -0.798, -0.172], [-0.811, 0.464, 1.459], [3.220, 1.059, -1.103], [-4.862, -1.495, 1.542], [-2.666, 4.074, 4.985], [3.514, -2.334, 2.016], [0.872, -0.178, 1.801], [-2.075, 0.141, -4.852], [-0.347, 1.214, 1.450], [-0.496, 0.532, 1.660], [0.063, 1.018, 0.419], [0.895, -0.649, -1.279], [-1.643, -0.022, -0.842], [-0.431, -1.247, 0.991], [-0.898, 0.165, 1.182], [1.590, -0.236, 0.311], [0.052, 1.486, -1.027], [-1.523, 0.149, 0.169], [1.468, -0.160, -0.254], [-0.211, -0.847, 1.393], [1.442, 0.515, -0.815], [-1.290, 0.855, -0.976], [0.466, -1.231, 1.121], [-1.563, 0.785, -0.111], [-0.536, 0.876, -1.430], [1.625, -0.600, -0.810], [-0.612, 0.848, 0.678], [0.171, -1.680, -0.633], [1.206, 0.472, -1.144], [-0.138, 1.573, -0.565], [0.846, -1.295, 1.190], [-0.724, -1.344, -1.069], [-0.161, -0.344, -1.707], [1.734, -0.745, 0.078], [0.387, 0.156, -1.110], [-0.233, -0.171, 0.100], [0.208, -0.041, -0.275], [0.191, 0.092, -0.006], [0.103, 0.366, 0.252], [-0.493, -0.107, 0.185], [0.339, -0.158, -0.334], [0.300, 0.065, -0.066], [0.109, -0.150, 0.016], [0.018, 0.160, -0.230], [-0.024, -0.145, 0.145], [-0.166, 0.080, -0.097], [-0.214, 0.099, 0.217], [0.456, 0.042, 0.045], [-0.365, -0.259, 0.193], [-0.041, 0.178, -0.134], [-0.127, 0.222, -0.311], [0.451, -0.021, 0.038], [-0.356, -0.185, 0.185], [-0.315, -0.011, -0.022], [-0.054, -0.183, -0.079], [-0.078, 0.063, 0.170], [0.110, -0.138, -0.107], [0.090, 0.108, 0.146], [0.245, 0.156, -0.124]],
  "e_tot_ha": -1939.01326,
  "charge": 1,
  "homo_energy_ev": -11.66,
  "de_lowest_ev": 4.462,
  "homo_lumo_gap_ev": 8.165
}



Which formula does entry 3 have?
C19H36IN4O9